Formula: C38H55MnN11O2P2Si2
Source: the Open Molecules 2025 dataset
Level of theory: ωB97M-V/def2-TZVPD

The LUMO energy (alpha / beta) comes out at 0.00 / 0.00 eV. As for the total energy: -4646.67484 Ha. Its frontier orbital gap (alpha / beta) is 6.110 / 6.510 eV. Its multiplicity is 6. The value obtained for the molecular weight is 871.0 u. Its expectation value of S² is 8.755. The calculation puts the energy relative to the best compared isomer or geometry (same formula, charge and spin) at 0.149 eV. Its HOMO energy (alpha / beta) is -0.2246 / -0.2393 hartree.

Each line ends with the Mulliken spin population.
Element x y z (Å)
Mn: 0.4484 -0.0490 0.2119  4.56
C: 1.6122 1.6915 4.7630  0.00
Si: 1.3786 0.0969 3.7947  0.02
C: 0.8003 -1.2298 5.0103  0.00
C: 3.0914 -0.4469 3.2200  0.00
N: 0.3890 0.3056 2.4254  0.11
P: -1.1613 0.7119 2.2101  -0.15
C: -1.4553 1.2751 0.6640  0.30
P: -0.6850 2.5237 -0.1426  -0.21
N: 0.8462 2.1625 -0.4939  0.13
Si: 1.9803 2.8204 -1.5690  0.03
C: 1.5769 4.5410 -2.2055  0.00
C: 2.1819 1.7157 -3.0905  0.00
C: 3.6820 2.9256 -0.7294  0.00
C: -0.7872 4.1357 0.7066  0.02
C: 0.3539 4.6718 1.2948  0.00
C: 0.2758 5.8186 2.0753  0.00
C: -0.9454 6.4502 2.2601  0.00
C: -2.0910 5.9258 1.6725  0.00
C: -2.0133 4.7697 0.9120  0.00
C: -1.5452 2.8466 -1.7368  -0.01
C: -2.0151 4.0852 -2.1612  0.00
C: -2.5908 4.2390 -3.4183  0.00
C: -2.6963 3.1579 -4.2775  0.00
C: -2.2123 1.9188 -3.8739  0.00
C: -1.6438 1.7707 -2.6196  0.01
C: -1.7224 1.5751 3.7251  0.01
C: -2.0932 0.8122 4.8337  0.00
C: -2.3922 1.4194 6.0444  0.00
C: -2.3305 2.8012 6.1637  0.00
C: -1.9714 3.5688 5.0657  0.00
C: -1.6691 2.9586 3.8563  0.00
C: -2.1779 -0.8204 2.2780  -0.01
C: -1.5731 -2.0697 2.2370  0.04
C: -2.3455 -3.2263 2.1495  0.02
C: -3.7269 -3.1385 2.1113  0.00
C: -4.3411 -1.8890 2.1592  0.00
C: -3.5712 -0.7412 2.2402  0.01
H: 2.3005 1.5504 5.6013  0.00
H: 0.6634 2.0551 5.1635  0.00
H: 2.0192 2.4722 4.1141  0.00
H: 1.6622 -1.6835 5.5081  0.00
H: 0.2467 -2.0287 4.5122  0.00
H: 0.1572 -0.8083 5.7852  0.00
H: 3.7396 -0.6217 4.0823  0.00
H: 3.5736 0.3204 2.6063  0.00
H: 3.0358 -1.3849 2.6575  0.00
H: 0.6196 4.5599 -2.7293  0.00
H: 2.3512 4.8596 -2.9103  0.00
H: 1.5364 5.2758 -1.3981  0.00
H: 3.0083 2.0467 -3.7260  0.00
H: 1.2652 1.7256 -3.6861  0.00
H: 2.3743 0.6796 -2.7945  0.01
H: 3.5761 2.8259 0.3541  0.00
H: 4.1574 3.8889 -0.9278  0.00
H: 4.3866 2.1604 -1.0721  0.00
H: 1.3016 4.1636 1.1608  0.00
H: 1.1687 6.2157 2.5418  0.00
H: -1.0078 7.3456 2.8659  0.00
H: -3.0486 6.4081 1.8243  0.00
H: -2.9161 4.3365 0.4968  0.00
H: -1.9183 4.9531 -1.5225  0.00
H: -2.9510 5.2135 -3.7243  0.00
H: -3.1438 3.2789 -5.2559  0.00
H: -2.2753 1.0673 -4.5415  0.00
H: -1.2555 0.8064 -2.3192  0.02
H: -2.1458 -0.2666 4.7524  0.00
H: -2.6736 0.8120 6.8959  0.00
H: -2.5632 3.2759 7.1087  0.00
H: -1.9184 4.6478 5.1460  0.00
H: -1.3705 3.5665 3.0171  0.00
H: -0.4927 -2.1404 2.2505  -0.04
H: -1.8563 -4.1930 2.1178  0.00
H: -4.3306 -4.0357 2.0467  0.00
H: -5.4213 -1.8150 2.1296  0.00
H: -4.0468 0.2331 2.2616  0.00
N: 2.7125 -0.2688 -0.1597  0.09
C: 2.9586 -1.4866 -0.9161  -0.01
C: 4.4501 -1.8353 -0.9877  0.00
C: 4.8640 -3.0332 -1.8356  0.00
C: 4.4369 -2.9902 -3.3026  0.00
N: 3.0076 -3.2141 -3.5478  0.00
C: 2.3557 -4.3255 -3.2346  0.00
N: 1.0235 -4.3363 -3.2762  0.00
N: 3.0232 -5.4767 -3.0387  0.00
C: 2.0392 -2.6004 -0.3474  0.00
O: 2.2819 -3.7738 -0.6828  0.00
O: 1.0933 -2.2018 0.3786  0.03
H: 3.2114 0.5361 -0.5164  0.01
H: 2.9822 -0.3944 0.8124  -0.02
H: 2.5960 -1.2941 -1.9342  0.00
H: 4.8151 -1.9948 0.0311  0.00
H: 4.9669 -0.9432 -1.3614  0.00
H: 4.4988 -3.9428 -1.3628  0.00
H: 5.9580 -3.0808 -1.8360  0.00
H: 5.0080 -3.7150 -3.8904  0.00
H: 4.6682 -2.0191 -3.7415  0.00
H: 2.4338 -2.4146 -3.7610  0.00
H: 0.5280 -3.5160 -2.9262  0.00
H: 0.5645 -5.1824 -2.9795  0.00
H: 4.0204 -5.4174 -2.9277  0.00
H: 2.5829 -6.1334 -2.4142  0.00
N: -2.1547 -4.3739 -2.4444  0.00
N: -2.0105 -3.1032 -1.9103  0.00
N: -2.9746 -2.4124 -1.3348  0.00
C: -2.3346 -1.3153 -0.9736  -0.01
N: -1.0318 -1.3649 -1.3348  0.02
N: -0.8484 -2.5022 -1.9351  0.01
H: -2.9066 -4.3412 -3.1252  0.00
H: -2.4394 -4.9909 -1.6896  0.00
H: -2.7375 -0.4617 -0.4431  0.02

Force components x, y, z for each atom (eV/Å):
0.59 0.37 0.21
0.01 -0.03 -0.03
0.01 0.01 0.06
0.02 0.01 -0.02
0.00 -0.01 -0.01
-0.12 -0.19 -0.18
0.07 -0.18 0.12
-0.26 0.03 -0.09
0.01 -0.01 -0.03
-0.18 -0.22 -0.04
-0.03 0.09 -0.05
0.06 -0.03 -0.04
0.01 0.01 0.01
-0.02 -0.03 0.01
0.10 0.00 0.02
-0.01 0.01 -0.01
0.00 0.01 0.00
0.01 0.00 0.00
0.00 -0.02 0.01
-0.02 -0.01 0.06
0.01 0.04 0.01
0.02 0.03 -0.05
-0.01 0.00 0.01
0.00 -0.01 0.01
0.00 0.00 0.01
-0.02 -0.02 -0.03
-0.10 -0.03 -0.01
-0.03 0.05 0.01
0.00 0.00 0.01
-0.01 -0.01 0.01
0.00 0.01 -0.02
0.03 0.01 0.01
-0.03 0.04 0.08
-0.01 -0.03 0.02
0.02 0.02 0.00
-0.01 0.01 0.00
0.00 -0.01 0.00
0.02 -0.02 -0.01
0.01 -0.01 -0.01
0.00 -0.01 0.02
0.00 0.00 0.01
-0.01 0.01 0.03
0.02 0.00 0.00
-0.03 0.01 -0.01
0.01 0.00 0.00
0.00 0.01 0.02
-0.01 0.00 0.00
0.00 0.00 0.00
-0.01 0.02 0.01
-0.02 -0.01 0.01
-0.01 0.00 -0.01
-0.01 0.00 0.01
0.00 0.00 -0.01
0.02 0.00 0.00
-0.01 0.01 -0.01
0.00 0.00 0.00
0.01 -0.01 -0.01
0.00 0.00 0.00
0.00 0.00 0.00
0.00 0.00 0.00
0.01 0.00 0.02
0.00 -0.02 -0.04
0.00 0.00 -0.01
0.00 0.00 0.00
0.00 0.00 0.00
0.01 0.02 0.01
0.01 0.00 0.01
0.00 0.00 0.00
0.00 0.00 0.00
0.00 0.00 0.00
0.01 0.01 -0.03
0.00 0.00 -0.02
0.00 0.00 0.00
0.00 0.00 0.00
0.00 0.00 0.00
-0.01 0.00 -0.01
-0.13 0.02 0.11
0.06 -0.09 -0.05
-0.08 0.05 0.01
0.13 -0.05 -0.03
0.01 0.04 -0.03
0.06 -0.03 0.03
0.09 0.01 -0.03
-0.11 -0.06 0.06
-0.04 0.05 0.03
0.00 0.04 0.04
0.01 -0.08 -0.04
-0.04 0.04 -0.07
0.02 -0.02 -0.07
0.04 0.01 -0.04
-0.01 0.02 0.04
-0.02 0.00 0.01
0.01 -0.01 0.00
-0.02 -0.01 0.01
-0.03 -0.01 -0.02
-0.04 -0.02 0.02
-0.03 0.02 0.03
0.00 -0.02 -0.02
0.03 0.06 -0.02
0.01 -0.06 -0.04
0.02 0.01 0.00
0.00 0.01 0.01
-0.03 -0.04 0.02
0.07 -0.09 -0.15
0.01 0.07 0.08
-0.02 0.02 0.00
0.00 0.06 -0.05
-0.11 0.07 0.12
0.02 0.02 0.00
0.00 0.03 0.01
-0.02 0.00 0.00